# 1
C21H35NO7 | ωB97M-V with the def2-TZVPD basis set

Output
E_LUMO (spin up / spin down): -0.1186 / -0.2727 Eh
Total charge: +1
Highest occupied orbital energy (spin up / spin down): -0.439 / -0.439 Ha
2S+1: 2
Energy: -38157.036 eV
HOMO-LUMO gap (spin up / spin down): 8.71 / 4.52 eV

The geometry in XYZ format:
```
64
Properties=species:S:1:pos:R:3:forces:R:3
O -1.2292 2.2341 2.5581 -1.01 -0.01 1.88
C -1.9676 2.0581 3.5334 1.16 -1.17 -1.96
O -2.0482 2.8466 4.6012 0.21 -0.16 -0.69
C -2.9901 2.3044 5.5292 -0.64 1.60 2.16
C -3.4287 0.9704 5.1136 0.44 -2.92 -1.54
C -2.9329 0.8750 3.6628 -0.28 1.15 0.03
H -3.8290 2.9890 5.6551 0.09 0.28 -0.37
H -2.5162 2.2684 6.5101 0.23 0.13 -0.11
H -4.4767 0.6728 5.1473 -0.07 0.71 0.34
H -2.8957 0.1722 5.6301 0.00 0.16 0.35
H -3.7302 1.1625 2.9775 -0.15 -0.29 -0.25
H -2.5168 -0.0923 3.3815 0.05 0.27 0.04
O -3.0774 -1.1239 -7.5438 1.44 0.34 1.48
C -3.2936 -1.3314 -6.3660 1.40 1.46 -2.68
O -4.4876 -1.7054 -6.0813 -2.32 -1.48 1.57
C -4.5882 -2.1193 -4.7203 -0.34 -1.00 -0.30
C -3.2143 -2.1247 -4.1291 0.69 0.72 1.77
C -2.4094 -1.3343 -5.0914 0.90 -0.09 -1.34
H -4.7166 -3.1999 -4.6565 -2.07 0.23 -0.38
H -5.2920 -1.3948 -4.3106 -0.14 -0.82 0.67
H -2.7627 -3.0968 -3.9307 -0.46 -0.32 -0.42
H -3.3019 -1.6876 -3.1344 0.32 0.34 0.09
H -1.5633 -1.9041 -5.4754 0.53 0.36 0.46
H -2.1169 -0.3889 -4.6347 0.04 0.26 -0.88
N -0.2847 -0.3961 -0.1236 -0.08 -0.45 -1.57
C -0.8098 -1.5218 -0.6815 0.03 -0.05 2.55
C -0.2212 -1.7685 -1.9079 0.91 -0.08 -1.47
C 0.6597 -0.7312 -2.1480 -0.26 -0.66 -1.02
C 0.5853 0.1209 -1.0493 -0.68 1.20 2.67
H -0.5791 -0.0115 0.7627 0.14 0.43 0.12
H -1.3889 -2.1597 -0.0302 -0.43 -0.07 -0.41
H -0.3877 -2.6644 -2.4877 -0.03 0.22 -0.13
H 1.2789 -0.5219 -3.0077 -0.05 -0.29 0.05
H 1.0206 1.0647 -0.7555 0.41 0.00 -0.63
C 0.3073 -3.4059 4.8898 -2.40 -0.11 0.49
C -0.5774 -2.2281 4.4601 -0.40 -0.03 0.03
O -1.6510 -1.9117 4.9625 1.81 -0.53 -0.72
C 0.0029 -1.5752 3.2220 0.38 0.87 0.05
H 0.2076 -4.1521 4.1015 0.78 0.19 -0.53
H -0.3024 -3.9116 5.6386 0.66 0.15 0.81
H 1.3259 -3.1387 5.1712 -0.22 -0.19 -0.10
H 1.0906 -1.6342 3.2609 0.03 -0.24 -0.11
H -0.2055 -0.5090 3.1331 -0.45 0.03 0.06
H -0.3278 -2.1020 2.3269 -0.09 -0.15 0.03
C 4.3175 0.2632 -3.0719 0.42 -0.12 -0.64
C 4.9644 -0.1264 -1.7740 -1.95 -1.65 2.16
O 4.1993 -0.2885 -0.8194 0.38 0.46 -0.57
C 6.4051 -0.4368 -1.5842 1.32 1.11 -1.39
H 4.0187 -0.5750 -3.7014 0.49 -0.63 0.22
H 5.0027 0.8278 -3.7042 -0.40 0.48 0.03
H 3.3431 0.6982 -2.8496 0.43 0.73 0.03
H 6.7376 -1.3803 -2.0170 -0.44 -0.24 0.05
H 6.8653 -0.3085 -0.6044 -0.82 -0.19 0.20
H 6.9098 0.2934 -2.2168 0.44 0.11 -0.14
C 2.4296 4.1597 1.0258 -0.42 -0.79 0.84
C 1.7184 4.0189 -0.3084 0.43 0.14 -0.24
O 0.5761 4.3086 -0.5306 -0.73 0.48 0.49
C 2.4579 3.2432 -1.3653 0.23 -0.19 0.35
H 3.1126 4.9906 1.2026 -0.08 0.03 -0.51
H 2.9580 3.2220 1.1982 0.61 0.09 -0.25
H 1.7320 4.1155 1.8622 -0.46 0.60 -0.24
H 2.7600 2.3700 -0.7870 0.38 -0.51 -0.52
H 3.3656 3.7124 -1.7450 -0.03 0.08 0.09
H 1.7681 2.9998 -2.1734 0.16 0.03 -0.03
```
Positions in Å, forces in eV/Å.

Results of the Löwdin charge analysis, in e, for atoms 1 through 5: atom 1 (O): 0.046, atom 2 (C): -0.461, atom 3 (O): 0.072, atom 4 (C): -0.165, atom 5 (C): -0.154

=====

# 2
C6H12 | ωB97M-V with the def2-TZVPD basis set

Output
E_LUMO (spin up / spin down): 0.0275 / 0.0364 Eh
ΔE to the lowest compared entry with this formula, charge and spin: 424.7 kJ/mol
Highest occupied orbital energy (spin up / spin down): -0.262 / -0.271 Ha
2S+1: 1
Energy: -6412.539 eV
HOMO-LUMO gap (spin up / spin down): 7.88 / 8.36 eV

The geometry in XYZ format:
```
18
Properties=species:S:1:pos:R:3:forces:R:3
C 0.0169 -0.4455 1.8086 0.22 -0.03 0.21
C -1.0326 -0.2572 0.7737 -0.89 -1.14 0.90
C 0.5347 -1.0883 -1.1410 0.16 -0.34 -0.75
C 1.1054 0.3495 -0.9525 0.43 -0.88 -0.06
C -0.0748 1.2346 -0.9570 0.60 0.75 -0.09
C -1.2060 0.9348 -0.0188 0.67 1.86 0.13
H 0.9362 0.1165 1.5889 -0.35 -0.10 0.26
H 0.3001 -1.5030 1.9133 -0.10 0.20 -0.10
H -0.3316 -0.1429 2.8093 0.06 0.09 -0.14
H -1.7706 -1.0452 0.6719 0.04 -0.01 0.12
H 0.9255 -1.5152 -2.0661 0.13 -0.04 -0.03
H 0.7319 -1.8286 -0.3465 -0.05 0.53 -0.27
H 1.7260 0.3815 -0.0268 -0.37 0.16 -0.41
H 1.8342 0.6122 -1.7448 -0.56 -0.10 0.19
H 0.0815 2.2786 -1.2236 -0.14 -0.06 -0.07
H -0.5541 -0.9873 -1.3100 0.61 -0.43 0.07
H -1.0366 1.7844 0.6890 -0.45 -0.11 -0.06
H -2.1861 1.1212 -0.4678 0.01 -0.35 0.08
```
Positions in Å, forces in eV/Å.

Results of the Löwdin charge analysis, in e, for atoms 1 through 5: atom 1 (C): -0.119, atom 2 (C): -0.202, atom 3 (C): -0.115, atom 4 (C): -0.270, atom 5 (C): -0.099

=====

# 3
C4H10N2O2 | ωB97M-V with the def2-TZVPD basis set

Output
E_LUMO: 0.0310 Eh
ΔE to the lowest compared entry with this formula, charge and spin: 163.1 kJ/mol
Highest occupied orbital energy: -0.341 Ha
2S+1: 1
Energy: -11385.212 eV
HOMO-LUMO gap: 10.14 eV

The geometry in XYZ format:
```
18
Properties=species:S:1:pos:R:3:forces:R:3
C 0.2865 -1.0504 -0.4172 0.02 0.16 0.67
C 1.3667 -1.3944 -1.4275 0.20 -0.01 -0.02
C -1.2777 1.1880 0.8961 2.34 0.75 -0.07
N -2.5415 0.7906 1.1040 -0.63 -0.23 0.05
N -0.9201 2.2630 0.3109 -0.07 -0.36 -0.05
H -3.2355 1.3685 0.6487 0.01 -0.38 0.13
H -2.6810 -0.2009 1.2290 -0.24 0.27 -0.03
H 0.1045 2.3319 0.3874 -0.94 0.29 0.16
H -0.0551 -1.9672 0.0790 0.09 0.16 0.06
H -0.5918 -0.6848 -0.9618 0.07 0.40 0.27
H 1.5980 -0.5308 -2.0589 0.08 -0.17 0.02
H 1.0347 -2.2089 -2.0793 0.04 0.16 0.06
H 2.2877 -1.7157 -0.9329 -0.04 0.06 -0.08
C 0.7637 -0.0759 0.7285 -0.32 -0.65 -1.31
O 1.5428 1.0008 0.2453 -0.06 -0.48 -0.27
O -0.3500 0.3405 1.5086 -0.47 -0.20 -0.04
H 1.2649 1.1992 -0.6657 0.13 -0.12 0.41
H 1.4032 -0.6532 1.4058 -0.20 0.34 0.05
```
Positions in Å, forces in eV/Å.

Results of the Löwdin charge analysis, in e, for atoms 1 through 5: atom 1 (C): -0.182, atom 2 (C): -0.105, atom 3 (C): -0.584, atom 4 (N): 0.157, atom 5 (N): 0.136